DFT (the ωB97M-V functional and the def2-TZVPD basis) results for a structure of composition C36H65BaN2O7P2S2Si at a distorted geometry.

- Total charge: -1
- E_LUMO: 2.20 eV
- ΔE to the lowest compared entry with this formula, charge and spin: 74.31 kcal/mol
- F_max: 7.2 eV/A
- Spin multiplicity: 1

Last column: Löwdin charge in e.
Cartesian coordinates (Å):
Ba 0.6650 -0.4023 0.5841  1.630
C 7.0739 4.5818 2.7788  -0.055
C 6.0146 3.5260 2.6667  -0.277
C 5.0817 3.5660 1.6385  -0.025
C 4.0777 2.6187 1.5655  -0.059
C 3.9993 1.6279 2.5235  -0.265
C 4.9440 1.5479 3.5302  -0.047
C 5.9501 2.4964 3.5997  -0.040
S 2.5832 0.5154 2.4512  0.486
O 2.3840 0.0102 3.7938  -0.293
O 2.9171 -0.4924 1.4704  -0.531
N 1.3706 1.3267 1.8849  -0.447
C 0.5756 2.0986 2.6275  -0.434
C 1.0106 2.7907 3.7798  -0.009
C 0.1175 3.5755 4.4634  -0.078
C -1.1897 3.6945 3.9956  -0.085
C -1.5260 2.9797 2.8618  -0.163
N -0.6895 2.2077 2.2002  0.113
H 6.8539 5.4152 2.1155  0.073
H 8.0507 4.1781 2.5110  0.082
H 7.1331 4.9497 3.8019  0.077
H 5.1369 4.3516 0.8994  0.113
H 3.3421 2.6443 0.7776  0.120
H 4.8687 0.7526 4.2576  0.114
H 6.6856 2.4487 4.3928  0.112
H 2.0346 2.6691 4.1006  0.101
H 0.4266 4.0970 5.3605  0.103
H -1.9186 4.3088 4.5021  0.090
H -2.5318 3.0008 2.4543  0.098
C 4.1169 -1.5735 -2.3389  -0.008
C 4.0924 -0.0400 -2.3076  -0.637
C 4.8551 0.4788 -1.0825  -0.013
C 4.7233 0.5111 -3.5856  -0.030
O 2.7471 0.3472 -2.1655  -0.177
Si 1.7963 1.3687 -3.0201  -0.188
S -0.0787 1.3307 -2.1699  0.209
O 2.6083 2.8010 -3.0080  -0.144
C 2.3298 3.9894 -3.6994  -0.659
C 0.8279 4.2342 -3.8277  -0.056
C 2.9606 3.9131 -5.0952  -0.024
C 2.9572 5.1317 -2.8894  -0.033
O 1.8179 0.9576 -4.6350  -0.164
C 0.9020 0.1824 -5.3661  -0.662
C 0.5747 -1.1261 -4.6446  -0.053
C 1.5503 -0.1161 -6.7290  -0.030
C -0.3869 0.9850 -5.5747  -0.057
H 5.1415 -1.9438 -2.3570  0.085
H 3.5934 -1.9196 -3.2278  0.078
H 3.5976 -1.9586 -1.4645  0.069
H 5.9037 0.1876 -1.1224  0.088
H 4.4052 0.0845 -0.1756  0.057
H 4.7857 1.5637 -1.0535  0.080
H 5.7256 0.1071 -3.7139  0.086
H 4.7657 1.5943 -3.5389  0.076
H 4.1085 0.2338 -4.4347  0.074
H 0.3926 3.5106 -4.5066  0.057
H 0.6261 5.2395 -4.1932  0.084
H 0.3536 4.0984 -2.8610  0.056
H 2.6075 3.0103 -5.5836  0.068
H 4.0441 3.8571 -5.0193  0.080
H 2.6888 4.7834 -5.6886  0.081
H 2.5119 5.1595 -1.8983  0.083
H 2.7855 6.0864 -3.3824  0.077
H 4.0275 4.9733 -2.7811  0.077
H 1.4769 -1.7180 -4.5097  0.077
H -0.1412 -1.7045 -5.2253  0.080
H 0.1660 -0.8975 -3.6602  0.022
H 2.4546 -0.7085 -6.6016  0.078
H 1.8204 0.8191 -7.2142  0.077
H 0.8440 -0.6568 -7.3561  0.079
H -0.8101 1.2097 -4.5969  0.010
H -1.1071 0.4403 -6.1815  0.081
H -0.1488 1.9201 -6.0744  0.075
C -1.9282 -4.1766 -2.5398  -0.310
P -2.1121 -2.5269 -1.6910  0.839
C -2.8367 -1.5918 -3.1106  -0.305
C -3.6961 -2.9412 -0.7977  -0.448
C -4.5465 -1.7054 -0.5672  -0.454
P -3.4823 -0.3246 0.1049  0.853
C -3.6823 -0.7008 1.8999  -0.290
C -4.7711 1.0150 0.0089  -0.301
H -1.6670 -4.9192 -1.7900  0.026
H -1.1238 -4.1192 -3.2690  0.020
H -2.8466 -4.4808 -3.0424  0.028
H -3.7537 -2.0472 -3.4877  0.042
H -2.1015 -1.5501 -3.9077  0.007
H -3.0180 -0.5737 -2.7725  0.012
H -3.3916 -3.3588 0.1619  0.063
H -4.2561 -3.7034 -1.3482  0.071
H -5.3748 -1.9231 0.1167  0.076
H -4.9781 -1.3586 -1.5090  0.061
H -4.7354 -0.7776 2.1760  0.037
H -3.2024 0.0980 2.4599  0.020
H -3.1630 -1.6326 2.1075  0.014
H -5.7457 0.6784 0.3654  0.032
H -4.8599 1.3590 -1.0189  0.026
H -4.4348 1.8525 0.6145  0.017
C 3.1580 -5.2175 0.5030  -0.147
C 2.1009 -5.4859 -0.5839  -0.143
C 1.2765 -4.1843 -0.6007  -0.211
O 2.1353 -3.2019 -0.0687  -0.223
C 2.7631 -3.8253 1.0241  -0.209
H 4.1569 -5.1912 0.0656  0.103
H 3.1431 -5.9624 1.2960  0.103
H 1.4779 -6.3476 -0.3514  0.104
H 2.5795 -5.6512 -1.5487  0.101
H 0.3883 -4.2769 0.0367  0.104
H 0.9772 -3.8508 -1.5938  0.111
H 2.0563 -3.9169 1.8611  0.125
H 3.6044 -3.2075 1.3305  0.119
C -0.3497 -1.9266 3.6430  -0.154
C -0.5461 -2.3145 2.1709  -0.579
O -1.0859 -3.4060 1.9756  -0.175
H -0.5988 -2.7446 4.3295  0.056
H -0.9886 -1.0699 3.8553  0.050
H 0.6787 -1.6129 3.7971  0.021